[1]
C24H29N3O4 | ωB97M-V/def2-TZVPD

Geometry as XYZ:
```
60
Properties=species:S:1:pos:R:3:mulliken_charge:R:1
C -7.591 -2.793 4.104 -0.708
O -6.349 -3.132 3.537 -0.369
C -6.227 -2.831 2.168 -0.489
C -5.867 -1.357 1.880 -0.991
N -4.453 -1.112 1.972 0.253
C -3.772 -0.768 3.118 0.342
C -4.455 -0.578 4.425 -1.459
C -2.450 -0.657 2.807 -0.824
C -2.304 -0.952 1.421 0.786
C -1.081 -0.961 0.648 0.842
O -0.998 -1.265 -0.526 -0.744
C 0.173 -0.549 1.429 -1.024
O 1.302 -0.558 0.582 -0.311
C 1.391 0.479 -0.276 0.548
O 0.673 1.452 -0.204 -0.713
C 2.460 0.297 -1.245 0.905
C 3.252 -0.855 -1.500 0.452
C 3.205 -2.176 -0.828 -0.994
N 4.089 -0.614 -2.487 -1.260
N 3.867 0.646 -2.886 1.078
C 4.663 1.221 -3.936 -1.320
C 5.625 2.254 -3.400 0.551
C 5.738 3.504 -3.990 -0.352
C 6.623 4.440 -3.483 -0.537
C 7.397 4.135 -2.377 -0.416
C 7.287 2.889 -1.781 -0.671
C 6.407 1.952 -2.291 -0.131
C 2.897 1.242 -2.172 0.101
C 2.461 2.638 -2.408 -1.690
C -3.578 -1.237 0.942 0.499
C -3.998 -1.588 -0.438 -1.698
H -7.560 -3.138 5.135 0.249
H -7.774 -1.713 4.092 0.285
H -8.413 -3.294 3.578 0.352
H -7.159 -3.086 1.643 0.341
H -5.424 -3.473 1.798 0.370
H -6.387 -0.709 2.590 0.429
H -6.200 -1.101 0.872 0.379
H -5.158 0.256 4.387 0.287
H -3.713 -0.362 5.188 0.373
H -4.996 -1.480 4.708 0.248
H -1.668 -0.398 3.492 0.461
H 0.019 0.453 1.845 0.429
H 0.376 -1.266 2.226 0.545
H 2.190 -2.568 -0.859 0.222
H 3.492 -2.079 0.217 0.217
H 3.882 -2.861 -1.331 0.397
H 5.216 0.392 -4.388 0.316
H 4.010 1.668 -4.692 0.480
H 5.131 3.748 -4.851 0.344
H 6.705 5.410 -3.950 0.379
H 8.084 4.867 -1.979 0.378
H 7.889 2.647 -0.918 0.385
H 6.318 0.979 -1.831 0.431
H 1.643 2.866 -1.731 0.374
H 2.119 2.764 -3.435 0.331
H 3.283 3.332 -2.234 0.291
H -4.514 -2.548 -0.464 0.328
H -4.666 -0.828 -0.848 0.345
H -3.112 -1.643 -1.064 0.379
```

Values from the calculation:
Max |F|, eV/Å: 0.95
Charge: 0
Lowest unoccupied orbital energy, eV: 0.7
SMILES string: COCCn1c(C)cc(C(=O)COC(=O)c2c(C)nn(Cc3ccccc3)c2C)c1C



[2]
C24H29N3O4 | ωB97M-V/def2-TZVPD

Geometry as XYZ:
```
60
Properties=species:S:1:pos:R:3:mulliken_charge:R:1
C -5.641 -2.251 0.816 -1.391
C -6.295 -1.017 0.201 0.668
C -7.277 -1.409 -0.899 -1.599
C -5.224 -0.081 -0.364 -0.941
O -4.443 0.397 0.717 -0.380
C -3.282 1.031 0.456 0.850
C -2.468 1.299 1.563 -0.551
C -1.218 1.846 1.395 -0.416
C -0.761 2.178 0.121 0.258
C 0.623 2.612 -0.114 0.472
O 0.799 3.727 -0.800 -0.618
C 1.689 1.843 0.269 -0.811
C 3.021 2.150 -0.170 0.478
O 3.369 3.159 -0.776 -0.794
C 3.888 0.971 0.229 0.346
O 5.084 0.845 0.092 -0.638
N 3.055 0.052 0.787 0.501
C 3.549 -1.100 1.504 -1.256
C 3.139 -2.463 0.929 -0.258
N 4.121 -3.008 0.012 -0.157
C 4.250 -2.225 -1.200 -0.698
C 3.827 -4.393 -0.292 -0.996
C 1.672 0.476 0.903 -0.574
C 0.697 -0.420 0.169 0.713
C -0.330 -1.076 0.836 0.202
C -1.249 -1.799 0.092 -0.778
N -1.196 -1.910 -1.222 -0.577
C -0.200 -1.311 -1.854 -1.035
C 0.766 -0.554 -1.214 -0.155
C -1.608 2.004 -0.967 -1.035
C -2.850 1.421 -0.810 -0.379
H -6.392 -2.895 1.265 0.435
H -4.933 -1.953 1.585 0.315
H -5.110 -2.817 0.053 0.303
H -6.829 -0.472 0.986 0.248
H -7.764 -0.531 -1.317 0.405
H -8.043 -2.069 -0.500 0.421
H -6.758 -1.930 -1.701 0.346
H -5.694 0.762 -0.888 0.414
H -4.588 -0.631 -1.071 0.467
H -2.837 1.039 2.542 0.467
H -0.591 2.032 2.254 0.460
H 1.774 3.851 -0.967 0.467
H 3.193 -1.031 2.539 0.400
H 4.640 -1.032 1.499 0.493
H 2.141 -2.386 0.462 0.297
H 3.059 -3.165 1.763 0.481
H 4.979 -2.706 -1.851 0.449
H 4.621 -1.234 -0.959 0.147
H 3.297 -2.137 -1.747 0.197
H 4.611 -4.788 -0.934 0.325
H 3.813 -4.971 0.632 0.324
H 2.857 -4.522 -0.800 0.331
H 1.393 0.508 1.967 0.472
H -0.419 -1.016 1.910 0.477
H -2.072 -2.311 0.574 0.473
H -0.185 -1.439 -2.929 0.411
H 1.553 -0.071 -1.773 0.660
H -1.271 2.292 -1.951 0.430
H -3.470 1.268 -1.678 0.432
```

Values from the calculation:
Max |F|, eV/Å: 0.85
Charge: 0
Lowest unoccupied orbital energy, eV: -0.4
SMILES string: CC(C)COc1ccc(/C(O)=C2/C(=O)C(=O)N(CCN(C)C)[C@@H]2c2ccncc2)cc1



E_HOMO per entry: -8.060, -8.534 eV